[1]
Computed, not measured: the ion C4H7BrO2P with charge -1 at a distorted geometry, with wB97M-V/def2-TZVPD.

Computed properties:
energy	-3222.458614	a.u.
max |F|	3.8	eV/Å
SMILES	CCP1([O-])(Br)C=C1O
relative energy (zero: lowest compared OMol25 entry of this formula, charge and spin)	244.70	kJ/mol
gap between HOMO and LUMO	7.485	eV
spin multiplicity	1
net charge	-1

Each atom is followed by the atoms it is bonded to, with distances in Å.
CARTESIAN COORDINATES (ANGSTROEM)
1 C -0.60 1.82 -0.14  C2 1.527, H9 1.184, H10 1.185, H11 1.082
2 C -0.10 0.75 -1.11  C1 1.527, P3 1.963, H12 1.012, H13 1.102
3 P 0.99 -0.74 -0.43  C2 1.963, O4 1.475, Br5 2.492, C6 1.930, C7 1.801
4 O 1.62 -1.46 -1.55  P3 1.475
5 Br 2.79 0.89 0.12  P3 2.492
6 C 0.63 -1.34 1.37  P3 1.930, C7 1.329, H14 1.124
7 C -0.30 -1.63 0.46  P3 1.801, C6 1.329, O8 1.368
8 O -1.49 -2.29 0.35  C7 1.368, H15 0.929
9 H -1.15 1.19 0.71  C1 1.184
10 H 0.33 2.40 0.31  C1 1.185
11 H -1.25 2.57 -0.56  C1 1.082
12 H 0.51 1.09 -1.84  C2 1.012
13 H -1.06 0.31 -1.43  C2 1.102
14 H 0.78 -1.31 2.48  C6 1.124
15 H -1.70 -2.26 1.26  O8 0.929

These are the natural (NBO) partial charges, in e, on atoms 1 to 6: atom 1 (C): -0.6220, atom 2 (C): -0.6919, atom 3 (P): 1.7909, atom 4 (O): -1.1241, atom 5 (Br): -0.6167, atom 6 (C): -0.6203

=====

[2]
Computed, not measured: the molecule C4H7BrOS at a distorted geometry, with wB97M-V/def2-TZVPD.

Computed properties:
energy	-3204.013896	a.u.
max |F|	5.1	eV/Å
SMILES	CC(=O)[C@H](Br)CS
relative energy (zero: lowest compared OMol25 entry of this formula, charge and spin)	0.00	kJ/mol
gap between HOMO and LUMO	9.707	eV
spin multiplicity	1
net charge	0

Each atom is followed by the atoms it is bonded to, with distances in Å.
CARTESIAN COORDINATES (ANGSTROEM)
1 C -0.18 2.09 -0.01  C2 1.508, H8 1.160, H9 1.168, H10 1.077
2 C 0.00 0.67 0.44  C1 1.508, O3 1.196, C4 1.555
3 O 0.42 0.43 1.54  C2 1.196
4 C -0.51 -0.47 -0.49  C2 1.555, Br5 1.931, C6 1.699, H11 1.109
5 Br -2.42 -0.47 -0.26  C4 1.931
6 C 0.11 -1.94 0.09  C4 1.699, S7 1.836, H12 1.054, H13 1.099
7 S 1.92 -1.92 -0.21  C6 1.836, H14 1.469
8 H 0.84 2.48 -0.41  C1 1.160
9 H -0.72 2.14 -1.05  C1 1.168
10 H -0.75 2.66 0.70  C1 1.077
11 H -0.23 -0.23 -1.54  C4 1.109
12 H -0.24 -1.98 1.08  C6 1.054
13 H -0.35 -2.59 -0.66  C6 1.099
14 H 2.10 -0.86 0.79  S7 1.469

These are the natural (NBO) partial charges, in e, on atoms 1 to 6: atom 1 (C): -0.7336, atom 2 (C): 0.5779, atom 3 (O): -0.5464, atom 4 (C): -0.3600, atom 5 (Br): 0.0339, atom 6 (C): -0.5133